{
  "formula": "C18H42AlF2N4O17PS2",
  "method": "ωB97M-V with the def2-TZVPD basis set",
  "total_charge": 2,
  "molar_mass_da": 746.63,
  "e_tot_ha": -3788.121310,
  "e_lumo_ev": -11.8,
  "symbols": ["H", "O", "H", "C", "H", "N", "H", "C", "Al", "H", "H", "C", "C", "H", "H", "H", "C", "F", "C", "C", "O", "C", "O", "H", "C", "O", "H", "O", "H", "H", "O", "H", "O", "H", "H", "C", "H", "S", "H", "C", "P", "H", "H", "H", "C", "C", "H", "H", "H", "H", "H", "H", "C", "H", "O", "H", "H", "H", "H", "H", "O", "O", "H", "O", "H", "F", "S", "C", "N", "O", "H", "O", "O", "N", "N", "H", "H", "H", "C", "C", "H", "H", "C", "O", "O", "O", "H"],
  "xyz": [[6.5013, 1.1153, 6.3310], [1.8130, -4.2269, 0.2147], [0.3809, -0.9331, 6.5922], [8.2179, -4.7480, -0.0544], [7.9959, 2.4831, 0.6247], [-7.5261, 1.9462, -2.3258], [8.0044, -4.5917, 1.0030], [8.5036, -3.3733, -1.9009], [-0.4539, 2.9284, 1.6266], [-8.7096, -2.2382, -1.9567], [9.0508, -0.6908, -3.5319], [-7.9902, -0.5704, -0.0320], [0.4039, -1.2611, 7.6314], [1.1655, 3.5489, 9.1664], [-8.5707, 1.2547, -4.0559], [-8.1958, 3.7555, -1.4514], [-6.2216, -1.4030, -4.0561], [-1.8548, -2.6490, 2.0991], [-7.7346, 2.8162, -1.1462], [5.8445, 1.3975, 5.5082], [0.0316, 1.5109, 7.0445], [0.1019, 3.3112, 9.1478], [2.5525, -0.0938, -4.9930], [7.4626, -5.4080, -0.4809], [1.5366, -0.9841, -4.5040], [0.0750, 1.8514, 9.2830], [-5.4878, 0.2660, -5.6387], [-0.4413, -4.4909, 2.3507], [4.2834, 3.6533, -5.8534], [-4.8824, 1.4852, -4.7035], [-1.3083, -3.7622, 0.0847], [-6.8111, 3.1150, -0.6502], [8.1805, -3.4908, -0.6815], [6.2525, 2.4490, 0.6903], [1.4007, -1.6439, 7.8503], [6.2269, 2.1235, 3.2698], [3.9279, 3.4538, -4.0687], [-0.6192, -3.4406, 1.3628], [1.2087, -0.8407, -3.4745], [-5.8147, 0.9386, -4.8457], [-6.6291, 0.5283, -2.1723], [-8.2894, 2.2770, -0.3783], [-8.8337, 0.0487, 0.2737], [-0.1887, -2.1630, 7.7846], [8.6395, -1.6982, -3.5952], [2.6235, 1.2171, -4.5019], [7.7386, -1.8499, -4.1896], [-8.0780, -1.5290, 0.4793], [9.1655, -5.2809, -0.1332], [-6.4822, 1.7473, -5.1433], [2.7032, 4.0260, -5.1889], [-0.4658, 3.6355, 8.2757], [0.0563, 1.0989, 8.1947], [9.4368, -2.2625, -4.0789], [8.8243, -4.3087, -2.5948], [1.9228, -1.9926, -4.6521], [7.1184, 3.8564, 1.3591], [-8.8174, -0.9627, -3.2074], [0.6081, -0.9842, -5.0749], [-9.5102, 2.2407, -2.9652], [7.2871, 2.2145, 2.4610], [2.0225, 1.6291, -3.4600], [-0.2572, 3.8208, 10.0419], [3.3871, 1.9258, -5.2476], [-5.2073, -1.7850, -3.9397], [2.4436, -1.8508, 0.3556], [1.7339, -3.0755, 1.0983], [-8.8369, -1.1708, -2.1376], [0.2396, -2.1937, 1.2925], [0.0052, -0.1964, 8.5764], [-6.5082, -1.6584, -5.0762], [-5.4131, 0.7675, -1.3761], [6.6129, 1.4900, 4.3355], [-7.7172, -0.6200, -1.4561], [-6.3307, 0.0742, -3.7926], [-6.8403, -2.0325, -3.4165], [-8.3296, 3.0597, -3.9393], [-7.0458, -0.2958, 0.4377], [-8.5197, 2.1283, -3.4061], [3.5613, 3.3611, -5.0910], [5.0461, 0.6683, 5.3698], [5.3381, 2.3450, 5.6922], [7.1399, 2.7739, 1.2336], [8.4568, -2.1080, -2.2464], [2.4112, -3.0937, 2.3982], [5.0893, 2.4690, 3.0921], [-9.8115, -0.8538, -1.7663]]
}

{
  "formula": "C18H42N2O12S3",
  "method": "ωB97M-V with the def2-TZVPD basis set",
  "molar_mass_da": 574.74,
  "e_above_lowest_kcal_mol": 0.0,
  "e_tot_ha": -2917.869769,
  "e_lumo_ev": 0.3,
  "symbols": ["O", "H", "H", "H", "H", "C", "H", "C", "H", "C", "H", "H", "H", "O", "H", "H", "C", "H", "H", "H", "O", "H", "O", "H", "H", "O", "C", "H", "H", "H", "C", "H", "H", "C", "O", "H", "O", "H", "S", "C", "H", "O", "H", "H", "N", "H", "C", "C", "C", "H", "H", "H", "H", "O", "C", "C", "C", "S", "H", "O", "H", "H", "H", "N", "O", "C", "H", "C", "H", "C", "H", "S", "H", "H", "H", "C", "O"],
  "xyz": [[14.6107, -33.1618, 17.5362], [12.3315, -30.7832, 18.5821], [14.8678, -26.7055, 30.4870], [15.2612, -27.0499, 28.8308], [14.7166, -26.7357, 19.0923], [11.8226, -28.2334, 21.6271], [17.0748, -31.9903, 28.0296], [18.3941, -26.5595, 16.1951], [15.4123, -27.2468, 22.1218], [12.2638, -28.7325, 19.3023], [16.4099, -25.5945, 16.6044], [13.3139, -28.7659, 23.0527], [16.8797, -27.1074, 21.0059], [17.2306, -27.8775, 22.8900], [18.3484, -26.8393, 15.1489], [11.9725, -27.8405, 23.8099], [13.7426, -26.2474, 19.0282], [10.9422, -27.5974, 21.4743], [13.1695, -27.0389, 22.8712], [16.4685, -27.3399, 16.4387], [17.1861, -26.6580, 18.2185], [16.9808, -32.2493, 19.4486], [19.4167, -26.5856, 19.2581], [17.8442, -27.5856, 28.2663], [16.6236, -30.9252, 30.8483], [14.4654, -31.2252, 15.9939], [16.7301, -32.0888, 29.0589], [15.3839, -31.8093, 20.1193], [16.1734, -34.1573, 18.4496], [15.5506, -28.9716, 31.1492], [17.9057, -28.6083, 27.8824], [13.3839, -26.0547, 21.1019], [17.9711, -30.5240, 29.8575], [16.3570, -27.6647, 21.7762], [15.6706, -31.1853, 18.2327], [11.2727, -28.3503, 19.0107], [17.7661, -29.9594, 24.1495], [16.9593, -28.2204, 30.3751], [15.3933, -31.9669, 16.7975], [12.5912, -27.9621, 22.9205], [15.8218, -28.5329, 27.5379], [15.7134, -28.7011, 24.7030], [12.8639, -28.5087, 18.4202], [18.9513, -25.6285, 16.3388], [12.7698, -28.0476, 20.4979], [11.2791, -30.5291, 19.9253], [16.1367, -29.0826, 21.2782], [16.5230, -29.2605, 27.9408], [16.9023, -30.7803, 29.7986], [15.2869, -29.1157, 20.5961], [15.7185, -32.4985, 29.0814], [18.2044, -28.5755, 26.8346], [11.9304, -26.1576, 20.1301], [19.0988, -27.5298, 16.9773], [15.9391, -28.5928, 30.1995], [15.9177, -32.1591, 19.2373], [12.2529, -30.2412, 19.5285], [18.5722, -27.4877, 18.5325], [13.9667, -27.9851, 29.6659], [15.8662, -29.8013, 22.4928], [11.4753, -29.2623, 21.6609], [13.0761, -30.6022, 20.1417], [16.4448, -30.1157, 27.2699], [16.0686, -29.7194, 29.2717], [18.3115, -28.8198, 18.9602], [12.9240, -26.6111, 20.2884], [17.0093, -29.4869, 20.7737], [17.0134, -26.4678, 16.8307], [13.2527, -26.6109, 18.1250], [14.9451, -27.5168, 29.7637], [18.6959, -29.0529, 28.4880], [16.6616, -29.1624, 23.7376], [17.2981, -32.9032, 29.5202], [14.7011, -34.0337, 19.4195], [13.7885, -25.1643, 18.9351], [15.3301, -33.5162, 18.7054], [16.6524, -32.4074, 16.2780]]
}

{
  "formula": "C18H42N6O6",
  "method": "ωB97M-V with the def2-TZVPD basis set",
  "molar_mass_da": 438.57,
  "e_above_lowest_kcal_mol": 86.0,
  "e_tot_ha": -1490.991477,
  "e_lumo_ev": 0.4,
  "symbols": ["H", "H", "O", "H", "C", "H", "C", "C", "H", "H", "N", "H", "O", "C", "H", "H", "H", "H", "C", "C", "C", "H", "C", "N", "H", "H", "C", "C", "O", "N", "H", "H", "C", "O", "C", "H", "H", "O", "N", "H", "H", "H", "H", "C", "O", "H", "H", "H", "C", "H", "H", "H", "C", "N", "C", "H", "H", "H", "H", "H", "C", "H", "H", "N", "H", "H", "H", "H", "H", "H", "C", "H"],
  "xyz": [[0.7904, 3.2183, 2.7627], [1.6092, 3.6312, -2.7693], [-0.4353, 0.5314, 3.5598], [3.3237, -0.3817, 5.6828], [-0.5839, -0.8664, 0.2280], [-2.5526, 3.4006, 5.0120], [-4.0754, -3.7425, -4.5193], [4.8479, -0.3268, 2.8487], [0.9779, 6.8499, -5.3362], [-1.8862, -5.4422, 3.1469], [4.8022, -0.1875, 4.1909], [4.0646, 0.2930, 2.3819], [3.3213, 4.2812, -3.6414], [-1.9726, -2.5442, -4.0588], [6.0896, -0.0141, 5.8509], [2.3541, -1.2912, 0.0139], [-0.7244, 5.5961, -4.4726], [2.4455, 5.8730, -5.7115], [-1.8144, -5.6058, 2.0638], [-2.6862, -2.9016, -6.3281], [-0.9270, 1.4524, 4.1650], [-4.9375, -3.0702, -4.6296], [3.5818, 0.2707, 4.8496], [-2.8510, -3.1020, -4.9059], [6.7115, -1.0976, 4.6057], [-2.0106, -3.8255, -0.5822], [-2.3792, -4.7556, -0.1453], [1.7760, 6.2267, -4.9377], [1.2213, 1.4209, -1.7953], [1.2517, 5.1004, -4.1553], [-2.8369, -3.8282, -6.8949], [-4.1977, -3.5855, 1.4750], [0.3928, 0.6579, -1.3323], [5.6674, -1.0232, 2.2789], [-0.1088, 5.2856, -3.6316], [-1.0042, 4.0648, 5.2618], [-3.3848, -4.9339, -0.5307], [-1.2105, -6.5657, 1.6159], [0.5651, -0.2221, -0.3407], [1.7127, -0.4728, 1.4113], [-4.0814, -4.1007, -3.4956], [-2.6892, -2.6566, 1.7453], [-1.7161, -5.5513, -0.4668], [1.8418, -0.3844, 0.3300], [-2.1037, -2.5567, -2.8407], [-1.0739, -0.3016, 1.0291], [-0.1290, 5.9808, -2.7922], [-3.4151, -2.2213, -6.7815], [-0.2557, 3.0744, 2.4883], [-1.2333, 1.4455, 5.2189], [-0.4098, -1.8977, 0.5362], [2.4088, 0.5311, 0.1727], [-1.6641, 3.7138, 4.4582], [-2.3907, -4.6613, 1.3000], [2.1215, 4.3144, -3.4680], [2.2681, 6.8946, -4.2222], [-1.4062, -0.9642, -0.4916], [-0.4619, 4.2912, -3.3538], [-0.6949, 3.9467, 2.0023], [2.7544, 0.2300, 4.1423], [-3.2018, -3.6035, 1.9135], [-3.2646, -3.8275, 2.9749], [-4.3166, -4.5463, -5.2171], [-1.0538, 2.6978, 3.6273], [3.6971, 1.2958, 5.2080], [-0.6026, 0.6363, -1.7959], [5.3129, -1.5631, 5.6061], [-1.6824, -2.5769, -6.5932], [-1.9862, 4.5488, 3.8399], [-0.2635, 2.3549, 1.6669], [5.8092, -0.7385, 5.0842], [-1.0443, -2.1720, -4.5124]]
}

Question: Which formula does entry 1 have?
Answer: C18H42AlF2N4O17PS2